Record 1
Molecular formula: C7H5BrI2
Method: DFT, ωB97M-V/def2-TZVPD

Summary:
HOMO (alpha / beta): -8.328 / -8.589 eV
total charge: 0
orbital gap (alpha / beta): 6.6 / 7.7 eV

XYZ file:
```
15
Properties=species:S:1:pos:R:3:lowdin_charge:R:1
C 1.835 0.026 0.773 -0.11
C 0.836 -0.918 0.475 -0.10
C 2.020 1.171 -0.052 -0.08
C -0.032 -0.665 -0.596 -0.21
C 1.272 1.254 -1.258 -0.13
C 0.248 0.433 -1.298 -0.12
C -2.707 -0.656 0.422 -1.74
Br -3.143 -0.630 2.209 0.57
I -3.628 -2.285 -0.696 0.67
I -2.728 1.253 -0.625 0.79
H 2.121 -0.088 1.871 0.12
H 0.756 -1.888 1.029 0.12
H 2.847 1.980 0.169 0.14
H -1.057 -1.080 -0.492 -0.02
H 1.360 2.094 -1.929 0.10
```

Record 2
Molecular formula: C6H12O
Method: DFT, ωB97M-V/def2-TZVPD

Summary:
energy relative to the best compared isomer or geometry (same formula, charge and spin): 18.7 kcal/mol
HOMO: -8.716 eV
total charge: 0
orbital gap: 9.6 eV
SMILES: C=C(O)CCCC

XYZ file:
```
19
Properties=species:S:1:pos:R:3:lowdin_charge:R:1
C -1.185 1.714 -1.030 0.03
C -0.850 0.423 -1.057 -0.46
O -1.733 -0.590 -0.829 0.04
C 0.542 -0.107 -1.292 -0.14
C 1.017 -1.150 -0.263 -0.21
C 1.167 -0.621 1.170 -0.25
C -0.086 0.050 1.740 -0.11
H -2.191 2.044 -0.778 0.06
H -0.437 2.481 -1.191 0.06
H -0.399 0.888 1.119 0.04
H -2.602 -0.206 -0.650 0.11
H 0.558 -0.568 -2.288 0.12
H 1.238 0.741 -1.312 0.12
H 0.333 -2.007 -0.278 0.11
H 1.991 -1.533 -0.602 0.11
H 2.004 0.093 1.198 0.11
H 1.459 -1.458 1.819 0.10
H 0.103 0.453 2.737 0.07
H -0.929 -0.648 1.787 0.08
```

Record 3
Molecular formula: C32H56Cl16O12
Method: DFT, ωB97M-V/def2-TZVPD

Summary:
energy relative to the best compared isomer or geometry (same formula, charge and spin): 104.8 kcal/mol
HOMO: -10.480 eV
total charge: 0
orbital gap: 10.1 eV
SMILES: C[C@H]1COC(=O)O1.C[C@H]1COC(=O)O1.C[C@H]1COC(=O)O1.C[C@H]1COC(=O)O1.ClCCCl.ClCCCl.ClCCCl.ClCCCl.ClCCCl.ClCCCl.ClCCCl.ClCCCl

XYZ file:
```
116
Properties=species:S:1:pos:R:3:lowdin_charge:R:1
C 0.719 4.752 -1.536 -0.01
C -0.086 6.023 -1.274 -0.30
C 0.459 7.137 -0.371 -0.12
O 0.590 8.211 -1.248 0.07
C 0.134 7.950 -2.511 -0.50
O 0.186 8.703 -3.485 0.13
O -0.290 6.685 -2.546 0.08
H 0.954 4.255 -0.595 0.04
H 1.490 5.056 -2.244 0.11
H 0.098 3.954 -1.943 0.07
H -1.021 5.661 -0.846 0.14
H 1.280 6.710 0.205 0.12
H -0.340 7.288 0.355 0.13
C 0.202 -4.074 0.371 0.03
C -0.330 -5.350 -0.358 -0.42
C -1.735 -5.296 -0.898 -0.14
O -1.712 -5.720 -2.243 0.08
C -0.382 -5.704 -2.605 -0.44
O 0.008 -5.789 -3.744 0.16
O 0.344 -5.437 -1.454 0.09
H 1.052 -4.166 1.046 0.07
H -0.597 -3.657 0.985 0.05
H 0.239 -3.276 -0.372 0.08
H -0.273 -6.173 0.355 0.15
H -2.067 -4.265 -0.779 0.08
H -2.257 -6.002 -0.253 0.12
C 6.869 -0.232 -1.695 0.00
C 5.626 0.055 -2.647 -0.26
C 4.965 1.394 -2.370 -0.11
O 4.835 1.938 -3.675 0.05
C 5.626 1.231 -4.551 -0.58
O 5.926 1.515 -5.671 0.15
O 6.186 0.221 -3.953 0.10
H 6.683 -0.809 -0.789 0.06
H 7.343 0.698 -1.380 0.08
H 7.657 -0.788 -2.203 0.08
H 4.913 -0.760 -2.520 0.15
H 5.546 2.048 -1.721 0.13
H 3.980 1.254 -1.924 0.11
C -1.104 -0.087 1.565 -0.05
C -0.419 0.018 0.224 -0.43
C 0.041 1.337 -0.200 -0.05
O 1.513 1.155 -0.518 0.09
C 1.831 -0.078 -0.331 -0.58
O 2.943 -0.565 -0.467 0.12
O 0.746 -0.659 0.268 0.06
H -1.765 -0.947 1.672 0.00
H -1.734 0.747 1.873 0.07
H -0.405 0.003 2.397 0.08
H -1.065 -0.405 -0.546 0.10
H -0.260 2.086 0.532 0.11
H -0.548 1.494 -1.104 0.09
Cl 2.749 -4.567 3.653 0.58
C 1.075 -4.049 4.059 -0.67
C 0.845 -2.522 4.133 -0.63
Cl -0.797 -2.204 4.690 0.56
H 1.000 -4.458 5.067 0.05
H 0.313 -4.616 3.525 0.01
H 0.989 -1.987 3.195 0.05
H 1.506 -2.129 4.906 0.05
Cl -7.014 -0.844 -2.516 0.55
C -5.253 -0.955 -2.226 -0.67
C -4.910 -2.167 -1.335 -0.61
Cl -3.365 -1.820 -0.476 0.61
H -4.983 -0.086 -1.625 -0.01
H -4.645 -0.968 -3.131 0.08
H -4.648 -3.018 -1.963 0.07
H -5.697 -2.498 -0.658 0.06
Cl 0.296 -1.409 -3.477 0.62
C -0.009 0.228 -3.964 -0.68
C 0.086 0.394 -5.539 -0.60
Cl 1.792 0.523 -6.194 0.51
H 0.580 0.970 -3.425 0.06
H -1.061 0.309 -3.692 0.04
H -0.457 1.247 -5.944 0.05
H -0.421 -0.448 -6.010 0.06
Cl 4.528 -1.415 4.932 0.52
C 4.521 -1.625 3.149 -0.69
C 5.475 -0.672 2.393 -0.62
Cl 7.153 -1.306 2.718 0.50
H 3.525 -1.250 2.913 0.01
H 4.495 -2.664 2.820 0.03
H 5.503 0.391 2.630 0.04
H 5.296 -0.531 1.327 0.05
Cl -5.929 0.841 5.335 0.51
C -6.134 0.293 3.619 -0.62
C -4.832 0.223 2.837 -0.55
Cl -3.564 -0.900 3.615 0.53
H -6.949 0.934 3.281 0.07
H -6.532 -0.717 3.710 0.06
H -4.395 1.221 2.814 0.06
H -4.930 -0.063 1.790 0.06
Cl -3.796 2.403 -4.952 0.51
C -3.390 3.849 -3.945 -0.62
C -3.875 3.682 -2.549 -0.64
Cl -3.351 2.173 -1.733 0.58
H -3.659 4.594 -4.693 0.07
H -2.315 3.987 -4.060 0.06
H -4.955 3.830 -2.570 0.08
H -3.520 4.526 -1.959 0.07
Cl 2.842 1.593 2.911 0.61
C 1.987 2.524 4.188 -0.60
C 1.921 3.992 3.762 -0.65
Cl 1.031 4.142 2.254 0.58
H 2.653 2.469 5.049 0.07
H 1.078 2.019 4.515 0.08
H 2.929 4.366 3.578 0.07
H 1.407 4.638 4.472 0.08
Cl -1.973 -5.177 4.548 0.66
C -2.837 -5.649 3.136 -0.69
C -3.300 -4.352 2.498 -0.67
Cl -4.573 -4.797 1.302 0.57
H -3.620 -6.368 3.378 0.07
H -2.201 -6.144 2.403 0.06
H -2.527 -3.702 2.087 0.04
H -3.750 -3.623 3.172 0.01
```

Record 4
Molecular formula: C5H10FNO
Method: DFT, ωB97M-V/def2-TZVPD

Summary:
energy relative to the best compared isomer or geometry (same formula, charge and spin): 9.9 kcal/mol
HOMO: -9.068 eV
total charge: 0
orbital gap: 9.9 eV
SMILES: CNC(=O)C(C)(C)F

XYZ file:
```
18
Properties=species:S:1:pos:R:3:lowdin_charge:R:1
C -0.123 -0.626 -0.287 -0.44
C -0.938 0.838 1.756 -0.04
C -0.340 1.915 -0.549 -0.05
C 0.215 -3.056 0.127 0.00
C -0.021 1.002 0.541 -0.50
N 0.206 -1.599 0.560 0.03
O -0.326 -0.746 -1.438 0.09
F 1.250 1.239 0.948 0.03
H -0.466 0.209 2.566 0.09
H -1.975 0.370 1.542 0.12
H -1.102 1.843 2.173 0.08
H 0.106 2.954 -0.389 0.12
H -1.374 2.100 -0.744 0.08
H 0.065 1.422 -1.445 0.08
H -0.081 -3.617 0.963 0.06
H -0.476 -3.137 -0.728 0.10
H 1.172 -3.342 -0.088 0.05
H 0.634 -1.206 1.348 0.10
```

Record 5
Molecular formula: C11H14BN7PbS
Method: DFT, ωB97M-V/def2-TZVPD

Summary:
energy relative to the best compared isomer or geometry (same formula, charge and spin): 50.3 kcal/mol
HOMO: -8.193 eV
total charge: 0
orbital gap: 7.6 eV

XYZ file:
```
35
Properties=species:S:1:pos:R:3:lowdin_charge:R:1
H 0.798 -1.957 -2.747 0.09
N 0.446 0.059 -2.157 -0.03
B 0.399 2.643 -2.162 -0.51
N 0.672 1.261 -2.821 -0.03
C 1.092 1.028 -4.084 -0.08
Pb -1.452 -0.604 -0.082 1.21
H 1.277 1.845 -4.757 0.11
C 1.214 -0.356 -4.254 -0.08
H 1.536 -0.865 -5.143 0.08
C 0.824 -0.908 -3.019 -0.18
H 0.632 3.531 -2.932 0.11
C -0.570 -0.038 2.198 -0.30
H -0.557 -0.852 2.923 -0.06
H -1.350 0.668 2.521 -0.04
H 0.393 0.499 2.242 -0.05
N 1.453 2.773 -0.993 -0.05
N -1.040 2.691 -1.629 0.00
N 1.442 1.773 -0.054 0.04
N -1.527 1.720 -0.775 -0.12
C 2.404 3.686 -0.680 -0.10
C -2.022 3.569 -1.916 -0.06
H 2.586 4.545 -1.328 0.11
H -1.871 4.404 -2.593 0.13
C 3.004 3.286 0.514 -0.09
C -3.170 3.194 -1.230 -0.06
C 2.337 2.100 0.878 -0.18
C -2.818 2.046 -0.520 -0.21
H 3.787 3.784 1.059 0.08
H -4.126 3.679 -1.226 0.09
H 2.475 1.466 1.750 0.09
H -3.429 1.446 0.125 0.07
H 1.740 -2.772 1.992 0.11
S -1.270 -4.306 2.592 0.74
C -0.087 -3.488 2.016 -0.93
N 0.847 -2.908 1.484 0.09
```

Record 6
Molecular formula: CH2NOP
Method: DFT, ωB97M-V/def2-TZVPD

Summary:
energy relative to the best compared isomer or geometry (same formula, charge and spin): 33.4 kcal/mol
HOMO: -9.941 eV
total charge: 0
orbital gap: 10.2 eV
SMILES: O=C=NP

XYZ file:
```
6
Properties=species:S:1:pos:R:3:lowdin_charge:R:1
C -0.179 -2.207 -1.934 -0.27
N -0.458 -1.441 -1.088 -0.26
O 0.253 -3.167 -2.820 -0.08
P -0.560 0.174 -0.557 0.77
H -0.436 -0.248 0.828 -0.10
H 0.847 0.430 -0.997 -0.07
```